{
  "formula": "C28H52BF3N10O2Se2Si2Ta",
  "method": "ωB97M-V/def2-TZVPD",
  "elements": ["Ta", "C", "N", "C", "C", "N", "N", "C", "N", "N", "H", "H", "H", "H", "H", "H", "H", "H", "H", "H", "H", "O", "C", "C", "C", "O", "C", "Se", "C", "Se", "H", "H", "H", "H", "H", "H", "H", "H", "H", "H", "B", "N", "C", "C", "C", "N", "N", "C", "C", "C", "N", "H", "H", "H", "H", "H", "H", "H", "H", "F", "C", "F", "F", "C", "C", "C", "N", "C", "C", "H", "H", "H", "H", "C", "Si", "C", "C", "C", "Si", "C", "C", "C", "H", "H", "H", "H", "H", "H", "H", "H", "H", "H", "H", "H", "H", "H", "H", "H", "H", "H", "H"],
  "xyz": [[0.043461, -0.069174, 0.818359], [-3.230428, 3.870415, -1.088725], [-2.607300, 3.220113, -2.230120], [-2.935181, 3.738446, -3.551044], [-1.816701, 2.112509, -2.040995], [-1.673897, 1.518976, -0.907239], [-1.144815, 1.741517, -3.200646], [-0.815479, 0.460112, -3.644456], [-0.396338, 0.472882, -4.960270], [-0.876877, -0.548354, -2.876930], [-3.461724, 4.899799, -1.350938], [-2.554566, 3.901755, -0.235847], [-4.160150, 3.372969, -0.791329], [-3.838825, 4.336759, -3.473881], [-3.142900, 2.931204, -4.253254], [-2.147097, 4.381128, -3.958191], [-2.306202, 1.932433, -0.234691], [-1.016780, 2.476883, -3.872459], [-0.599048, 1.260375, -5.551689], [-0.351126, -0.412886, -5.432868], [-0.718113, -1.404380, -3.402191], [-5.226246, 1.313260, 3.761478], [-5.107434, 0.579691, 2.553293], [-3.612300, 0.327857, 2.265329], [-3.077267, -0.601366, 3.352456], [-3.603129, -1.899253, 3.102001], [-3.564030, -0.300060, 0.877507], [-2.002070, -1.378902, 0.415444], [-2.927682, 1.683262, 2.299325], [-0.961192, 1.828729, 2.111239], [-6.150317, 1.341779, 4.024929], [-5.553477, 1.134419, 1.717853], [-5.597638, -0.394377, 2.629764], [-3.407656, -0.232002, 4.327162], [-1.988490, -0.602493, 3.336730], [-3.139976, -2.532476, 3.658846], [-3.672583, 0.444893, 0.093218], [-4.369392, -1.025466, 0.767977], [-3.092994, 2.158454, 3.263092], [-3.355270, 2.333092, 1.532864], [0.199927, -2.841938, 3.044939], [1.446930, -2.657151, 2.120776], [2.609026, -3.302115, 2.244887], [3.621216, -2.549641, 1.686118], [2.972795, -1.409480, 1.236057], [1.664632, -1.472276, 1.473908], [0.310156, -1.583161, 3.917833], [0.603141, -1.454046, 5.215673], [0.878728, -0.126536, 5.476554], [0.738649, 0.501502, 4.243706], [0.390206, -0.384672, 3.300606], [0.314949, -3.837799, 3.714532], [-0.807240, -2.820963, 2.407687], [2.636968, -4.257039, 2.742907], [4.670834, -2.777693, 1.633804], [3.395211, -0.541981, 0.777621], [0.599334, -2.316243, 5.861780], [1.148044, 0.321820, 6.416223], [0.870778, 1.540188, 4.004588], [-0.292318, -6.592715, -3.618373], [0.826468, -6.351494, -2.913075], [1.834591, -6.225685, -3.788796], [1.068235, -7.427859, -2.153927], [0.664498, -5.106694, -2.074432], [0.146735, -5.186627, -0.794436], [-0.054147, -4.011286, -0.092206], [0.254162, -2.806833, -0.581557], [0.759749, -2.750106, -1.811810], [0.970904, -3.867084, -2.602275], [-0.102216, -6.139221, -0.348625], [-0.495272, -4.029322, 0.894580], [1.000463, -1.765537, -2.181521], [1.376698, -3.768462, -3.599838], [2.651671, 2.621277, 1.586974], [1.737547, 2.750861, -0.052494], [0.314515, 3.962559, 0.114356], [2.711558, 3.677895, -1.369276], [1.335422, 0.915724, -0.585297], [2.976811, 0.364740, -1.485379], [3.436325, -1.436886, -1.823104], [4.551672, 1.025946, -0.677221], [2.746978, 1.038617, -3.216129], [2.336914, 3.418927, 2.263142], [3.732624, 2.703549, 1.466850], [2.466977, 1.668311, 2.095467], [0.471998, 4.777841, -0.596783], [0.266352, 4.391127, 1.114518], [-0.641022, 3.503924, -0.096270], [3.053648, 4.615228, -0.918884], [2.033384, 3.938606, -2.186034], [3.572115, 3.191467, -1.810214], [0.639943, 0.986059, -1.437630], [4.518173, -1.521766, -1.687529], [3.221284, -1.673900, -2.867466], [2.982685, -2.204779, -1.209070], [4.755594, 0.576271, 0.295333], [4.596321, 2.096802, -0.524783], [5.382638, 0.753672, -1.333760], [2.019186, 0.416010, -3.746262], [3.684792, 1.004612, -3.777854], [2.380324, 2.062972, -3.240225]],
  "forces_ev_per_angstrom": [[-0.1, -0.5, 1.4], [0.0, 0.0, -0.1], [0.1, 0.1, 0.1], [-0.1, -0.1, 0.0], [-0.3, 0.2, 0.1], [0.1, -0.3, -0.4], [0.4, -0.1, 0.1], [-0.1, 0.2, -0.1], [0.0, 0.0, 0.1], [-0.2, 0.0, -0.1], [0.0, 0.0, 0.0], [0.0, 0.0, 0.0], [0.0, 0.0, 0.0], [0.0, 0.0, 0.0], [0.0, 0.0, 0.0], [0.0, 0.0, 0.0], [0.1, 0.0, 0.0], [0.0, 0.0, 0.0], [-0.1, 0.0, 0.0], [0.0, 0.0, 0.0], [0.0, 0.0, 0.0], [0.0, 0.0, -0.1], [0.0, 0.1, 0.0], [-0.1, 0.0, 0.1], [-0.1, 0.0, 0.0], [0.0, 0.1, 0.1], [0.0, 0.0, 0.0], [0.1, 0.1, -0.2], [-0.1, 0.1, -0.1], [-0.2, 0.3, -0.2], [0.0, 0.0, 0.0], [0.0, 0.0, 0.0], [0.0, 0.0, 0.0], [0.0, 0.1, 0.0], [0.1, -0.1, -0.1], [0.0, 0.0, 0.0], [-0.1, 0.0, 0.0], [0.0, 0.0, 0.0], [0.0, 0.0, 0.0], [-0.1, 0.0, 0.0], [-0.1, -0.2, 0.1], [0.1, 0.1, -0.1], [-0.1, -0.1, 0.0], [0.1, 0.1, 0.0], [0.2, 0.1, 0.0], [0.1, -0.4, -0.4], [0.0, 0.1, 0.0], [-0.1, -0.1, 0.0], [0.1, 0.1, 0.0], [0.1, -0.1, 0.0], [-0.3, 0.1, 0.1], [0.1, 0.1, -0.1], [-0.1, 0.0, 0.1], [0.0, 0.0, 0.0], [0.0, 0.0, 0.0], [0.0, 0.0, 0.0], [0.0, 0.0, 0.0], [0.0, 0.0, 0.0], [0.0, 0.0, 0.1], [0.1, 0.0, 0.0], [0.0, 0.0, 0.1], [0.0, 0.0, 0.0], [0.0, 0.0, -0.1], [-0.1, -0.1, -0.1], [0.0, 0.0, 0.0], [0.0, 0.1, 0.0], [0.1, 0.1, -0.2], [-0.1, -0.1, 0.0], [0.0, 0.0, 0.0], [0.0, 0.0, 0.0], [0.0, 0.0, 0.0], [-0.1, -0.1, 0.0], [0.0, 0.0, 0.0], [0.1, 0.0, 0.1], [0.0, -0.1, -0.1], [-0.1, 0.2, -0.1], [0.2, 0.0, -0.1], [0.3, -0.2, 0.1], [-0.1, 0.2, -0.2], [0.0, -0.1, 0.1], [0.0, 0.0, 0.1], [0.0, 0.1, -0.1], [0.0, 0.0, 0.0], [0.0, 0.0, 0.0], [0.0, 0.0, 0.0], [0.0, 0.0, 0.0], [0.0, 0.0, 0.0], [0.0, 0.0, 0.0], [-0.1, 0.0, 0.0], [0.0, 0.1, 0.1], [0.1, 0.0, 0.0], [0.1, 0.0, 0.0], [0.0, 0.0, 0.0], [0.0, 0.0, 0.0], [0.1, 0.0, 0.1], [0.1, 0.0, -0.1], [0.0, 0.1, 0.0], [0.0, 0.0, 0.0], [0.1, 0.0, 0.0], [0.0, 0.0, 0.0], [0.0, -0.1, -0.1]],
  "homo_ev": -10.486,
  "charge": 1
}